Density functional theory data (ωB97M-V/def2-TZVPD) for a 11-piece molecular cluster, C45H81F7O37P4 overall.

Bonds (Å) are listed after each position.
Geometry (Å):
1 P -0.696 4.339 5.670  O17 1.461, O23 1.618, O31 1.670, O34 1.644
2 P -5.263 -2.901 -1.643  O15 1.571, O19 1.692, O35 1.483, O41 1.608
3 P 5.130 1.418 -1.450  O21 1.536, O28 1.637, O39 1.592, O40 1.699
4 P 2.096 -2.609 -4.710  O13 1.645, O16 1.541, O22 1.667, O24 1.658
5 F 3.614 -3.812 1.543  C56 1.400
6 F -4.364 1.870 1.687  C83 1.306
7 F -2.922 0.924 -2.227  C60 1.275
8 F 3.562 2.760 4.769  C58 1.426
9 F 0.403 -4.885 -1.345  C62 1.329
10 F 0.050 4.064 -0.597  C93 1.324
11 F 1.099 -0.135 -2.106  C74 1.377
12 O -2.933 0.837 -4.466  C52 1.444, C60 1.370
13 O 2.246 -1.418 -5.835  P4 1.645, C57 1.427
14 O -2.982 5.140 0.084  C71 1.370, C85 1.271
15 O -6.158 -1.623 -1.463  P2 1.571, C53 1.405
16 O 0.891 -2.701 -3.754  P4 1.541
17 O 0.126 4.535 4.479  P1 1.461
18 O 2.116 -3.457 3.353  C56 1.395, C72 1.332
19 O -4.420 -3.008 -0.180  P2 1.692, C82 1.467
20 O 2.075 1.866 2.307  C54 1.375, C67 1.424
21 O 5.820 0.510 -2.479  P3 1.536
22 O 2.453 -3.928 -5.665  P4 1.667, C79 1.436
23 O 0.133 4.028 7.025  P1 1.618, C66 1.454
24 O 3.491 -2.561 -3.814  P4 1.658, C59 1.449
25 O 3.629 -7.006 -2.626  C61 1.225
26 O 0.346 0.819 -0.183  C74 1.444, C86 1.361
27 O -6.882 3.059 0.070  C70 1.434, C87 1.396
28 O 5.889 2.854 -1.250  P3 1.637, C80 1.390
29 O -1.008 -0.945 0.044  C86 1.397, C92 1.400
30 O 1.459 -6.059 -2.772  C61 1.354, C62 1.403
31 O -1.735 3.036 5.561  P1 1.670, C64 1.436
32 O -1.780 1.035 0.692  C86 1.173
33 O 3.181 -0.135 1.742  C54 1.276
34 O -1.604 5.624 6.148  P1 1.644, C75 1.397
35 O -4.376 -2.980 -2.829  P2 1.483
36 O -0.036 -2.746 2.958  C72 1.244
37 O -1.578 -0.845 -4.557  C50 1.409, C52 1.271
38 O 4.140 1.641 2.770  C54 1.258, C58 1.374
39 O 5.157 0.663 -0.048  P3 1.592, C76 1.436
40 O 3.488 1.772 -1.702  P3 1.699, C69 1.425
41 O -6.407 -4.003 -1.392  P2 1.608, C63 1.394
42 O 2.035 -7.255 -1.064  C61 1.360, C91 1.403
43 O -5.869 3.439 2.091  C83 1.427, C87 1.391
44 O -2.532 7.028 1.169  C85 1.245
45 O -1.008 5.475 0.745  C85 1.270, C93 1.427
46 O -1.443 0.508 -6.294  C52 1.206
47 O -6.864 5.186 0.881  C87 1.216
48 O 0.919 -4.626 1.929  C72 1.394, C77 1.366
49 C 4.788 4.858 -0.595  C80 1.463, H125 1.090, H144 1.090, H170 1.090
50 C -1.844 -0.823 -3.173  O37 1.409, C60 1.530, H137 1.090, H173 1.090
51 C -2.933 -5.034 0.496  C82 1.572, H98 1.090, H141 1.090, H147 1.090
52 C -1.856 0.216 -5.200  O12 1.444, O37 1.271, O46 1.206
53 C -7.047 -1.119 -2.426  O15 1.405, C68 1.532, H115 1.090, H169 1.090
54 C 3.168 1.033 2.254  O20 1.375, O33 1.276, O38 1.258
55 C 4.387 -0.206 -5.845  C57 1.559, H145 1.090, H161 1.090, H167 1.090
56 C 2.923 -4.343 2.639  F5 1.400, O18 1.395, C77 1.508, H156 1.090
57 C 3.504 -1.312 -6.501  O13 1.427, C55 1.559, H129 1.090, H136 1.090
58 C 3.900 2.846 3.386  F8 1.426, O38 1.374, C67 1.545, H143 1.090
59 C 3.600 -1.922 -2.519  O24 1.449, C90 1.463, H110 1.090, H114 1.090
60 C -2.992 0.185 -3.263  F7 1.275, O12 1.370, C50 1.530, H131 1.090
61 C 2.487 -6.769 -2.251  O25 1.225, O30 1.354, O42 1.360
62 C 0.352 -6.087 -1.910  F9 1.329, O30 1.403, C91 1.528, H99 1.090
63 C -7.311 -3.879 -0.338  O41 1.394, C65 1.537, H108 1.090, H152 1.090
64 C -1.283 1.927 4.768  O31 1.436, C73 1.480, H104 1.090, H164 1.090
65 C -8.326 -5.032 -0.394  C63 1.537, H107 1.090, H109 1.090, H172 1.090
66 C -0.483 3.986 8.342  O23 1.454, C78 1.537, H118 1.090, H119 1.090
67 C 2.623 3.154 2.573  O20 1.424, C58 1.545, H112 1.090, H166 1.090
68 C -7.614 0.168 -1.819  C53 1.532, H123 1.090, H124 1.090, H163 1.090
69 C 3.088 2.113 -3.027  O40 1.425, C84 1.589, H121 1.090, H154 1.090
70 C -6.501 1.751 0.517  O27 1.434, C83 1.536, H102 1.090, H117 1.090
71 C -2.328 4.090 -0.506  O14 1.370, C93 1.526, H130 1.090, H146 1.090
72 C 0.935 -3.491 2.738  O18 1.332, O36 1.244, O48 1.394
73 C -2.503 1.331 4.178  C64 1.480, H95 1.090, H150 1.090, H151 1.090
74 C 0.995 -0.341 -0.748  F11 1.377, O26 1.444, C92 1.484, H96 1.090
75 C -0.944 6.848 6.280  O34 1.397, C89 1.555, H127 1.090, H153 1.090
76 C 6.356 0.538 0.732  O39 1.436, C81 1.565, H106 1.090, H157 1.090
77 C 1.982 -5.438 2.204  O48 1.366, C56 1.508, H142 1.090, H171 1.090
78 C 0.292 4.890 9.315  C66 1.537, H94 1.090, H159 1.090, H168 1.090
79 C 3.121 -5.147 -5.305  O22 1.436, C88 1.504, H111 1.090, H120 1.090
80 C 5.543 3.675 -0.183  O28 1.390, C49 1.463, H113 1.090, H133 1.090
81 C 7.576 -0.124 0.010  C76 1.565, H97 1.090, H103 1.090, H132 1.090
82 C -3.068 -3.560 -0.031  O19 1.467, C51 1.572, H140 1.090, H149 1.090
83 C -5.653 2.068 1.759  F6 1.306, O43 1.427, C70 1.536, H135 1.090
84 C 1.998 3.264 -3.126  C69 1.589, H101 1.090, H126 1.090, H160 1.090
85 C -2.194 5.928 0.695  O14 1.271, O44 1.245, O45 1.270
86 C -0.857 0.418 0.312  O26 1.361, O29 1.397, O32 1.173
87 C -6.577 4.015 1.040  O27 1.396, O43 1.391, O47 1.216
88 C 4.091 -5.756 -6.280  C79 1.504, H138 1.090, H162 1.090, H165 1.090
89 C -1.714 7.964 5.518  C75 1.555, H105 1.090, H116 1.090, H158 1.090
90 C 3.268 -2.889 -1.473  C59 1.463, H128 1.090, H139 1.090, H148 1.090
91 C 0.653 -7.143 -0.847  O42 1.403, C62 1.528, H100 1.090, H174 1.090
92 C 0.189 -1.532 -0.383  O29 1.400, C74 1.484, H122 1.090, H134 1.090
93 C -0.988 4.148 0.221  F10 1.324, O45 1.427, C71 1.526, H155 1.090
94 H 0.415 5.869 8.853  C78 1.090
95 H -2.678 2.032 3.363  C73 1.090
96 H 1.948 -0.333 -0.219  C74 1.090
97 H 7.416 -0.896 -0.744  C81 1.090
98 H -1.927 -5.218 0.873  C51 1.090
99 H -0.633 -6.105 -2.376  C62 1.090
100 H 0.248 -8.154 -0.895  C91 1.090
101 H 2.435 4.194 -2.762  C84 1.090
102 H -5.861 1.271 -0.224  C70 1.090
103 H 8.286 -0.279 0.822  C81 1.090
104 H -0.887 1.132 5.399  C64 1.090
105 H -1.656 7.833 4.437  C89 1.090
106 H 6.268 0.055 1.706  C76 1.090
107 H -8.697 -5.263 -1.392  C65 1.090
108 H -7.916 -2.988 -0.508  C63 1.090
109 H -9.226 -4.759 0.157  C65 1.090
110 H 3.144 -0.936 -2.428  C59 1.090
111 H 3.497 -5.000 -4.292  C79 1.090
112 H 1.884 3.767 3.089  C67 1.090
113 H 5.208 3.059 0.651  C80 1.090
114 H 4.660 -1.666 -2.535  C59 1.090
115 H -7.867 -1.824 -2.563  C53 1.090
116 H -2.791 7.895 5.673  C89 1.090
117 H -7.469 1.302 0.739  C70 1.090
118 H -1.544 4.232 8.374  C66 1.090
119 H -0.399 2.941 8.640  C66 1.090
120 H 2.238 -5.769 -5.158  C79 1.090
121 H 3.942 2.308 -3.676  C69 1.090
122 H 0.591 -2.118 0.444  C92 1.090
123 H -7.709 -0.081 -0.762  C68 1.090
124 H -7.198 1.170 -1.931  C68 1.090
125 H 3.772 4.788 -0.982  C49 1.090
126 H 1.727 3.248 -4.182  C84 1.090
127 H -0.801 6.989 7.351  C75 1.090
128 H 3.275 -2.553 -0.436  C90 1.090
129 H 4.059 -2.247 -6.430  C57 1.090
130 H -2.148 4.226 -1.572  C71 1.090
131 H -3.943 -0.343 -3.201  C60 1.090
132 H 7.949 0.734 -0.550  C81 1.090
133 H 6.485 3.952 0.290  C80 1.090
134 H 0.127 -2.082 -1.322  C92 1.090
135 H -6.052 1.462 2.572  C83 1.090
136 H 3.308 -1.107 -7.554  C57 1.090
137 H -0.941 -0.455 -2.687  C50 1.090
138 H 5.039 -5.253 -6.087  C88 1.090
139 H 4.021 -3.678 -1.449  C90 1.090
140 H -2.550 -2.873 0.638  C82 1.090
141 H -3.187 -5.831 -0.202  C51 1.090
142 H 1.667 -6.323 2.758  C77 1.090
143 H 4.651 3.625 3.254  C58 1.090
144 H 4.678 5.527 0.258  C49 1.090
145 H 4.740 -0.494 -4.855  C55 1.090
146 H -2.870 3.178 -0.253  C71 1.090
147 H -3.369 -5.255 1.471  C51 1.090
148 H 2.282 -3.354 -1.488  C90 1.090
149 H -2.490 -3.581 -0.954  C82 1.090
150 H -3.350 1.218 4.855  C73 1.090
151 H -2.519 0.345 3.714  C73 1.090
152 H -6.900 -3.915 0.671  C63 1.090
153 H 0.061 6.802 5.860  C75 1.090
154 H 2.652 1.214 -3.464  C69 1.090
155 H -0.709 3.437 0.999  C93 1.090
156 H 3.685 -4.881 3.204  C56 1.090
157 H 6.561 1.532 1.130  C76 1.090
158 H -1.326 8.953 5.757  C89 1.090
159 H -0.147 5.087 10.293  C78 1.090
160 H 1.202 2.890 -2.482  C84 1.090
161 H 4.043 0.822 -5.965  C55 1.090
162 H 4.416 -6.796 -6.259  C88 1.090
163 H -8.633 0.359 -2.154  C68 1.090
164 H -0.549 2.263 4.036  C64 1.090
165 H 3.791 -5.546 -7.307  C88 1.090
166 H 2.857 3.540 1.581  C67 1.090
167 H 5.351 -0.293 -6.346  C55 1.090
168 H 1.338 4.655 9.508  C78 1.090
169 H -6.470 -0.982 -3.341  C53 1.090
170 H 5.375 5.524 -1.229  C49 1.090
171 H 2.240 -5.937 1.269  C77 1.090
172 H -7.885 -5.944 0.009  C65 1.090
173 H -2.126 -1.779 -2.732  C50 1.090
174 H 0.404 -6.802 0.158  C91 1.090

SMILES string: O=C1OC[C@@H](F)O1.O=C1OC[C@@H](F)O1.O=C1OC[C@@H](F)O1.O=C1OC[C@@H](F)O1.O=C1OC[C@@H](F)O1.O=C1OC[C@@H](F)O1.O=C1OC[C@@H](F)O1.CCOP(=O)(OCC)OCC.CCOP(=O)(OCC)OCC.CCOP(=O)(OCC)OCC.CCOP(=O)(OCC)OCC
Strongest force on any atom, hartree/bohr: 0.1537
HOMO-LUMO gap, eV: 10.200
Energy above the lowest of the compared OMol25 structures with the same formula, charge and spin, kJ/mol: 740.1
2S+1: 1
HOMO level, eV: -10.07